[1]
Density functional theory data (ωB97M-V/def2-TZVPD) for 2 unconnected molecules or ions with the total composition C4H2O2.

## Properties
Energy: -8271.7507 eV
Energy relative to the best compared isomer or geometry (same formula, charge and spin): 0.7776 eV
Orbital gap: 10.604 eV
Spin multiplicity: 1
Strongest force on any atom: 1.72 eV/Å
E_HOMO: -10.854 eV

Positions of all 8 atoms, in Å:
C  -1.128  -0.954  0.523
C  -0.699  0.131  0.261
C  -0.181  1.283  -0.418
C  1.524  -0.961  0.471
O  0.426  2.146  0.165
O  1.803  -1.230  -0.597
H  -1.309  -1.814  1.087
H  -0.435  1.399  -1.491

Forces on atoms 1 to 3 (eV/Å):
-0.2 0.3 0.6
-0.7 0.1 -1.1
-0.3 1.2 0.1

---

[2]
Density functional theory data (ωB97M-V/def2-TZVPD) for a single C4H2O2 molecule.

## Properties
Energy: -8268.8731 eV
Energy relative to the best compared isomer or geometry (same formula, charge and spin): 3.6552 eV
Orbital gap: 8.874 eV
Spin multiplicity: 1
Strongest force on any atom: 1.13 eV/Å
E_HOMO: -10.210 eV

Positions of all 8 atoms, in Å:
O  -2.425  -0.664  0.562
C  -1.448  -0.104  0.143
C  -1.059  1.087  -0.629
C  0.013  0.410  -0.260
C  1.444  0.090  -0.131
O  1.818  -0.888  0.464
H  -0.442  -0.756  0.478
H  2.099  0.824  -0.628

Forces on atoms 1 to 3 (eV/Å):
0.4 0.1 -0.1
-1.1 0.2 -0.1
0.2 -0.2 0.1

---

[3]
Density functional theory data (ωB97M-V/def2-TZVPD) for a single C4H2O2 molecule.

## Properties
Energy: -8267.4277 eV
Energy relative to the best compared isomer or geometry (same formula, charge and spin): 5.1006 eV
Orbital gap: 7.177 eV
Spin multiplicity: 1
Strongest force on any atom: 7.03 eV/Å
E_HOMO: -9.682 eV

Positions of all 8 atoms, in Å:
C  -0.445  1.081  -0.207
C  -0.434  -1.078  -0.204
C  -1.474  0.013  0.022
C  0.712  -0.005  -0.404
O  -2.640  -0.013  0.251
O  1.716  0.008  0.512
H  1.183  0.000  -1.388
H  1.382  -0.006  1.418

Forces on atoms 1 to 3 (eV/Å):
0.9 -6.9 -0.2
0.9 7.0 -0.2
-2.8 -0.1 0.8

---

[4]
Density functional theory data (ωB97M-V/def2-TZVPD) for a single C4H2O3S molecule.

## Properties
Energy: -21154.6212 eV
Energy relative to the best compared isomer or geometry (same formula, charge and spin): 1.0394 eV
Orbital gap: 7.384 eV
Spin multiplicity: 1
Strongest force on any atom: 4.83 eV/Å
Structure (SMILES): O=C(O)C(=S)C#CO
E_HOMO: -8.785 eV

Positions of all 10 atoms, in Å:
O  -0.089  1.730  0.249
C  -0.933  0.910  0.053
O  -2.281  1.184  -0.161
C  -0.743  -0.516  -0.342
S  -1.921  -1.262  -1.249
C  0.560  -0.880  -0.057
C  1.693  -0.816  0.458
O  2.882  -0.887  0.919
H  -2.416  2.139  -0.275
H  3.248  -1.603  0.405

Forces on atoms 1 to 3 (eV/Å):
-0.1 -0.1 0.4
-2.7 1.3 -1.5
1.1 0.8 0.7

---

[5]
Density functional theory data (ωB97M-V/def2-TZVPD) for a molecular structure, C4H2O4.

## Properties
Energy: -12364.0180 eV
Energy relative to the best compared isomer or geometry (same formula, charge and spin): 4.9930 eV
Orbital gap: 8.246 eV
Spin multiplicity: 1
Strongest force on any atom: 10.00 eV/Å
E_HOMO: -10.472 eV

Positions of all 10 atoms, in Å:
C  0.357  1.987  0.244
C  0.766  0.545  -0.161
C  -0.346  -0.569  -0.152
C  -0.613  -2.078  -0.258
H  -0.289  2.219  1.464
H  0.401  -2.548  -0.441
O  0.950  2.954  -0.589
O  1.878  0.102  -0.457
O  -1.400  -0.034  0.407
O  -1.705  -2.578  -0.057

Forces on atoms 1 to 3 (eV/Å):
3.3 6.1 -2.2
1.8 -3.9 -1.4
-7.1 4.9 4.0

---

[6]
Density functional theory data (ωB97M-V/def2-TZVPD) for a molecular structure, C4H2O6Tb.

## Properties
Energy: -38878.9280 eV
Orbital gap (spin up / spin down): 6.893 / 6.637 eV
Spin multiplicity: 8
Total charge: +2
Strongest force on any atom: 7.12 eV/Å
E_HOMO (spin up / spin down): -17.570 / -17.314 eV

Positions of all 13 atoms, in Å:
O  -2.286  -1.855  0.951
C  -1.748  -0.913  0.326
O  -2.232  -0.469  -0.740
Tb  -4.243  -2.130  -0.454
O  -0.534  -0.390  0.831
H  -0.483  1.301  -0.319
O  2.856  0.743  -1.686
O  2.476  0.349  0.423
O  0.919  -0.134  -1.035
C  0.196  0.549  0.103
C  1.382  1.053  0.857
C  2.223  0.090  -0.890
H  1.475  1.805  1.633

Forces on atoms 1 to 3 (eV/Å):
0.1 0.2 0.4
-0.3 0.1 -1.2
0.1 0.2 0.4

---

[7]
Density functional theory data (ωB97M-V/def2-TZVPD) for a molecular structure, C4H2OPt.

## Properties
Energy: -9457.9655 eV
Energy relative to the best compared isomer or geometry (same formula, charge and spin): 0.3017 eV
Orbital gap (spin up / spin down): 7.411 / 7.186 eV
Spin multiplicity: 4
Total charge: +1
Strongest force on any atom: 6.16 eV/Å
E_HOMO (spin up / spin down): -12.788 / -15.350 eV

Positions of all 8 atoms, in Å:
C  -1.751  0.381  -0.108
C  0.742  1.096  0.135
C  -0.386  0.496  0.028
C  1.349  -1.986  -0.076
O  2.271  -1.299  0.028
Pt  2.401  0.632  0.180
H  -2.384  1.267  -0.189
H  -2.243  -0.587  0.003

Forces on atoms 1 to 3 (eV/Å):
1.3 -1.0 0.5
-3.7 -0.2 -0.1
-3.1 2.2 -0.3

---

[8]
Density functional theory data (ωB97M-V/def2-TZVPD) for a molecular structure, C4H2OZn.

## Properties
Energy: -54631.6839 eV
Energy relative to the best compared isomer or geometry (same formula, charge and spin): 0.9842 eV
Orbital gap (spin up / spin down): 6.771 / 6.652 eV
Spin multiplicity: 2
Total charge: +1
Strongest force on any atom: 5.08 eV/Å
E_HOMO (spin up / spin down): -13.826 / -14.384 eV

Positions of all 8 atoms, in Å:
C  0.822  -0.270  -0.867
C  0.578  -1.437  -1.144
H  0.305  -2.391  -1.563
O  -1.749  1.413  -0.413
C  -0.792  1.239  0.290
C  0.339  0.407  0.343
H  1.145  0.755  1.012
Zn  -0.647  0.285  2.342

Forces on atoms 1 to 3 (eV/Å):
-1.8 -1.3 1.9
0.3 0.1 -1.3
0.4 0.1 0.1

---

> What is the strongest force on any atom in the second record?

1.13 eV/Å

---

> strongest force on any atom of number 7 (C4H2OPt)?

6.16 eV/Å

---

> The highest spin multiplicity belongs to which entry?

C4H2O6Tb

---

> The lowest energy belongs to which entry?

C4H2OZn